Entry 1:
Below is a molecular structure, CH4FNO3PS in a non-equilibrium geometry, with properties calculated with ωB97M-V/def2-TZVPD.

Results
Charge: -1
Orbital gap: 7.00 eV

The geometry in XYZ format:
```
12
Properties=species:S:1:pos:R:3:forces:R:3
O -1.77958 2.25900 0.01487 0.1 0.0 -0.7
C -1.34197 1.32453 -0.58480 0.1 0.1 0.4
N -0.03194 0.90632 -0.73690 -0.2 0.3 -0.6
P 0.75062 -0.18896 0.43578 1.0 -2.0 1.1
S 0.44546 0.45420 2.25197 -0.2 0.2 0.0
O -2.27846 0.55181 -1.34795 -0.3 -0.1 0.5
F -2.27146 -0.72713 -0.72139 0.2 0.0 -0.2
H 0.54651 1.72178 -0.90483 0.0 0.1 0.5
H 2.03375 -0.06311 -0.07165 -0.1 0.4 -0.4
H 0.13213 -1.36024 0.05846 -0.5 0.3 -0.4
O 2.04333 -1.99500 0.91804 0.1 0.7 -0.1
H 1.75161 -2.88321 0.68841 -0.2 0.1 0.0
```
Forces are in eV/Å.

Here are the Löwdin charges for atoms 1 to 8, given in e: O 0.132; C -0.597; N -0.164; P 0.272; S 0.051; O 0.024; F -0.061; H 0.086

***

Entry 2:
Below is a molecular structure, C3H4AlLiO3 in a non-equilibrium geometry, with properties calculated with ωB97M-V/def2-TZVPD.

Results
Multiplicity: 2
Charge: +3
Energy above the lowest of the compared OMol25 structures with the same formula, charge and spin: 2.586 eV
Orbital gap (spin up / spin down): 10.90 / 9.86 eV

The geometry in XYZ format:
```
12
Properties=species:S:1:pos:R:3:forces:R:3
C -3.45252 0.11074 -0.33121 -0.9 4.1 1.2
C -2.50544 -0.68910 0.25351 0.2 0.1 -1.2
H -3.37076 0.57012 -1.32035 0.0 -0.3 -0.2
H -2.80172 -1.10637 -0.86153 1.0 -1.7 1.3
H -2.75210 -1.05920 1.25551 0.0 -0.5 -0.3
O 0.22532 0.14653 -1.56791 -2.4 -1.0 0.4
C 1.04579 0.85757 -0.90871 4.4 1.5 -1.1
O 0.77574 1.25579 0.24263 -2.5 -0.8 1.3
O 2.19622 1.12829 -1.42676 -0.4 0.0 0.0
Li 0.04675 -0.65850 -3.24798 0.4 -0.4 -1.2
Al -0.80715 0.24090 0.05736 1.5 0.1 -0.1
H -4.19126 0.63887 0.28142 -1.2 -1.0 -0.2
```
Forces are in eV/Å.

Here are the Löwdin charges for atoms 1 to 8, given in e: C 0.176; C -0.035; H 0.140; H 0.231; H 0.153; O 0.030; C -0.651; O 0.253

***

Entry 3:
Below is 2 unconnected molecules or ions with the total composition C4H15N2O in a non-equilibrium geometry, with properties calculated with ωB97M-V/def2-TZVPD.

Results
Charge: +1
Energy above the lowest of the compared OMol25 structures with the same formula, charge and spin: 1.255 eV
Orbital gap: 9.71 eV

The geometry in XYZ format:
```
22
Properties=species:S:1:pos:R:3:forces:R:3
C -0.95119 -1.21384 0.78450 -0.1 0.5 -0.1
N -0.18192 -2.42136 0.67015 0.0 -0.1 0.3
C -0.20436 -0.01245 0.18700 -1.2 0.5 1.6
N -1.17969 1.17586 0.15138 0.6 0.1 -1.1
C -0.74427 2.25073 -0.80412 -0.9 0.7 0.1
C 0.98876 0.42689 1.00936 -0.3 -0.7 -0.5
H -1.21711 -0.97489 1.81703 0.0 -0.3 0.1
H -1.89110 -1.30850 0.22350 -0.1 -0.1 0.0
H 0.28180 -2.68049 1.52788 0.1 0.0 -0.1
H 0.47399 -2.40732 -0.10213 0.0 -0.1 0.0
H -0.10361 -0.30129 -0.82264 0.9 0.3 -1.3
H -1.30399 1.60855 1.05258 0.0 -0.1 0.7
H -2.08790 0.84231 -0.14626 -0.4 -0.2 0.0
H -1.61144 2.86391 -1.05291 -0.2 -0.3 -0.2
H -0.34156 1.79336 -1.69726 0.2 0.0 0.0
H -0.09052 2.97633 -0.33526 0.6 -0.5 0.1
H 1.80849 -0.26014 0.81837 0.2 0.3 0.0
H 0.66679 0.29154 2.02528 0.1 0.0 0.8
H 1.25644 1.46785 0.87674 0.3 0.0 -0.3
H 1.64638 -1.04140 -2.59821 0.4 -0.1 -0.4
H 2.85456 -1.65977 -1.81983 0.2 0.0 -0.3
O 1.93145 -1.41588 -1.76516 -0.6 0.1 0.7
```
Forces are in eV/Å.

Here are the Löwdin charges for atoms 1 to 8, given in e: C -0.255; N 0.043; C -0.324; N 0.042; C 0.016; C -0.010; H 0.129; H 0.117

***

Entry 4:
Below is 12 unconnected molecules or ions with the total composition C6H32O12 in a non-equilibrium geometry, with properties calculated with ωB97M-V/def2-TZVPD.

Results
Energy above the lowest of the compared OMol25 structures with the same formula, charge and spin: 2.268 eV
Orbital gap: 9.67 eV

The geometry in XYZ format:
```
50
Properties=species:S:1:pos:R:3:forces:R:3
C -1.02725 1.24750 0.43467 -0.9 -0.4 0.6
C -1.24236 0.08384 -0.17370 1.2 -0.4 -0.1
C -2.56594 -0.59572 -0.13016 -1.1 1.1 0.3
C -0.10614 -0.67369 -0.84876 0.2 -0.2 0.4
C -0.17114 -0.62455 -2.39029 -0.2 0.7 -0.1
C 0.85410 0.24875 -3.03887 -0.4 0.3 -0.3
O 0.55348 1.27855 -3.60295 0.2 0.1 0.1
H -1.89854 1.63049 0.94411 0.1 0.5 0.0
H -0.08888 1.68905 0.74654 0.3 0.0 -0.7
H -2.65250 -1.38189 0.61468 0.7 -0.7 -0.4
H -2.90615 -0.86442 -1.12467 -0.1 -0.5 0.1
H -3.31426 0.08257 0.29545 0.0 0.4 -0.4
H 0.82294 -0.23359 -0.47586 0.2 -0.3 -0.1
H -0.14741 -1.72292 -0.54184 0.1 0.1 0.2
H -1.14163 -0.19232 -2.63028 0.0 -0.1 -0.3
H -0.07839 -1.57417 -2.92045 0.1 -0.2 0.3
H 1.90121 -0.09727 -3.07525 0.0 0.0 0.2
O -1.51344 1.63188 3.25795 -0.2 0.3 0.6
H -0.55992 1.65920 3.11647 0.4 0.2 0.0
H -1.70265 2.44439 3.74863 0.0 -0.2 -0.2
O -2.62399 1.68654 -2.90548 -0.3 0.0 -0.2
H -1.84728 1.96857 -3.39815 0.3 0.1 0.2
H -2.61346 2.15462 -2.06909 0.2 0.1 0.2
O 3.77993 -1.36930 0.60001 -0.3 0.8 0.0
H 4.14439 -1.93155 -0.08279 0.2 -0.4 0.4
H 3.84932 -1.73921 1.48723 -0.1 -0.6 -0.4
O -2.24053 -2.94200 -2.51417 0.2 0.3 0.2
H -1.42615 -2.50859 -2.22928 -0.3 -0.5 0.1
H -2.76136 -2.16913 -2.78932 0.0 -0.3 -0.4
O -0.97285 -1.44355 2.88603 0.3 0.5 0.8
H -0.65302 -0.52902 2.85105 -0.3 -0.1 -0.9
H -0.89679 -1.45411 3.86126 -0.2 -0.8 -0.4
O 2.96657 2.04517 -1.70339 -0.3 -0.1 0.9
H 2.27713 2.55052 -2.14364 0.2 -0.1 -0.4
H 3.65263 1.80196 -2.32307 0.0 0.2 -0.4
O 3.33338 1.28738 1.25742 -0.3 -0.1 0.2
H 2.82892 1.69184 0.54012 0.3 -0.1 -0.3
H 3.44318 0.34682 1.01435 0.1 0.3 -0.3
O 1.61252 -2.70611 2.24707 0.5 0.0 -0.1
H 1.03190 -2.42761 1.52939 0.0 0.0 0.2
H 1.13100 -2.45885 3.04216 -0.3 0.0 -0.1
O -3.12980 -0.78144 -4.09630 -0.3 -0.4 -0.2
H -3.73137 -0.13938 -3.71142 0.1 0.3 0.0
H -2.38475 -0.26095 -4.40528 0.0 0.1 0.0
O -0.02205 -0.29684 5.09370 0.2 -0.2 0.6
H -0.83767 0.20983 5.17100 0.2 0.3 -0.1
H 0.67241 0.30030 4.78942 -0.2 0.1 -0.2
O 1.59655 1.77845 3.22439 -0.4 -0.4 -0.1
H 2.22501 1.48734 2.51334 0.0 0.2 0.2
H 2.14165 1.95712 3.98956 0.2 0.2 0.1
```
Forces are in eV/Å.

Here are the Löwdin charges for atoms 1 to 8, given in e: C 0.036; C -0.358; C -0.044; C -0.129; C -0.156; C -0.249; O 0.036; H 0.051